This record from the Open Molecules 2025 dataset describes a structure of composition C37H22N15SSr. The level of theory is ωB97M-V/def2-TZVPD.

Maximum force (hartree/bohr): 0.007
Total charge: -1
HOMO energy (spin up / spin down) (eV): -3.92 / -3.96
Kohn-Sham gap (spin up / spin down) (eV): 4.956 / 5.001

```
76
C37H22N15SSr ωB97M-V/def2-TZVPD
Sr -0.29 -0.58 -1.08
C -4.20 4.29 2.14
C -3.62 5.17 1.22
C -2.60 4.75 0.37
C -2.19 3.43 0.46
C -1.16 2.66 -0.25
N -1.17 1.38 0.21
C -2.08 1.27 1.20
N -2.34 0.21 1.95
C -1.55 -0.86 2.00
C -1.85 -2.02 2.86
C -2.92 -2.32 3.68
C -2.88 -3.53 4.37
C -1.79 -4.40 4.24
C -0.72 -4.08 3.43
C -0.77 -2.88 2.74
C 0.17 -2.23 1.80
N 1.35 -2.71 1.52
C 2.22 -2.12 0.69
N 1.99 -1.10 -0.15
C 3.15 -0.74 -0.76
N 3.36 0.29 -1.58
C 2.49 1.26 -1.79
N 1.24 1.39 -1.28
C 0.77 2.62 -1.58
N -0.34 3.21 -1.12
C 1.74 3.32 -2.42
C 1.74 4.58 -3.01
C 2.85 4.95 -3.75
C 3.95 4.09 -3.88
C 3.96 2.84 -3.28
C 2.83 2.46 -2.56
C 4.21 -1.65 -0.33
C 5.56 -1.76 -0.66
C 6.29 -2.77 -0.07
C 5.70 -3.65 0.85
C 4.36 -3.53 1.19
C 3.62 -2.52 0.59
N -0.38 -1.05 1.37
C -2.77 2.56 1.37
C -3.78 2.97 2.23
H -4.99 4.64 2.79
H -3.97 6.19 1.18
H -2.14 5.43 -0.34
H -3.76 -1.64 3.77
H -3.71 -3.81 5.01
H -1.79 -5.33 4.79
H 0.13 -4.74 3.32
H 0.89 5.25 -2.89
H 2.88 5.93 -4.23
H 4.81 4.41 -4.46
H 4.81 2.18 -3.37
H 6.01 -1.06 -1.36
H 7.34 -2.89 -0.32
H 6.30 -4.44 1.29
H 3.90 -4.20 1.91
H -4.21 2.28 2.94
C 3.86 -2.03 -4.09
C 3.00 -2.92 -3.27
N 3.39 -4.00 -2.65
N 2.27 -4.42 -2.00
C 1.19 -3.63 -2.19
S -0.36 -3.75 -1.56
N 1.67 -2.69 -3.04
N 0.93 -1.56 -3.42
H 4.86 -2.46 -4.13
H 3.91 -1.04 -3.62
H 3.48 -1.93 -5.11
H 2.31 -5.19 -1.35
H 1.26 -1.26 -4.33
H -0.06 -1.84 -3.53
N -1.87 -0.81 -3.21
C -2.88 -1.23 -3.62
N -4.00 -1.57 -4.14
C -4.53 -2.76 -3.89
N -5.08 -3.77 -3.73
```